9
Properties=species:S:1:pos:R:3 method="wB97M-V/def2-TZVPD" e_homo_ev=-8.80 molar_mass_g_mol=121.19 e_above_lowest_ev=2.376 total_charge=0 smiles="S=C1NOCS1" gap_ha=0.341
S 2.94664 -0.33550 -0.04025
C 1.32250 -0.24130 -0.03131
N 0.56818 0.90720 0.04229
O -0.75205 0.83763 -0.23836
C -1.28950 -0.41603 0.10345
S 0.09400 -1.58492 -0.12131
H 0.97304 1.78824 -0.23617
H -2.11318 -0.53013 -0.56556
H -1.74964 -0.42518 1.08721

***

12
Properties=species:S:1:pos:R:3 method="wB97M-V/def2-TZVPD" e_homo_ev=-9.30 molar_mass_g_mol=94.05 e_above_lowest_ev=2.635 total_charge=0 smiles=COPOC gap_ha=0.358
C -2.11247 -0.84169 -0.17392
O -1.63215 0.48096 -0.12603
P -0.35393 0.75078 -1.06002
O 1.03384 -0.38232 -0.05729
C 2.08362 0.34834 0.44868
H -3.00276 -0.84563 0.37145
H -1.36220 -1.59883 0.37770
H -2.28474 -1.17966 -1.13192
H 0.18849 1.80306 -0.29740
H 2.29167 1.35308 -0.08901
H 2.95414 -0.31199 0.16332
H 2.19648 0.42389 1.57444

***

18
Properties=species:S:1:pos:R:3 method="wB97M-V/def2-TZVPD" e_homo_ev="-7.38 / -7.97" molar_mass_g_mol=420.08 e_above_lowest_ev=3.408 total_charge=0 gap_ha="0.221 / 0.255"
C 2.24627 1.49530 1.47732
C 1.61976 0.29072 1.14993
C 2.19091 2.44907 0.49281
C 1.11888 0.28589 -0.16817
C -2.47031 -0.85525 -0.35465
C -1.80873 0.23023 -0.23749
C -1.70275 -2.12682 -0.76971
C 0.52576 -0.72475 -0.98653
S 1.42520 1.85036 -0.92029
S 0.01592 -2.33225 -0.37974
I -4.48727 -1.44760 0.09974
I -1.84436 2.29226 0.14938
H 2.72875 1.62530 2.50389
H 1.71422 -0.66868 1.62923
H 2.49597 3.55206 0.41658
H -2.10841 -3.00656 -0.32672
H -1.75509 -2.19390 -1.80720
H 0.09529 -0.71540 -1.96839

***

105
Properties=species:S:1:pos:R:3 method="wB97M-V/def2-TZVPD" e_homo_ev=-3.58 molar_mass_g_mol=581.84 e_above_lowest_ev=0.000 total_charge=-1 gap_ha=0.190
C -4.86583 7.16056 4.11605
C -5.43789 5.74503 4.12232
C -4.35259 4.67968 4.23129
C -4.88908 3.25030 4.44105
C -4.53976 2.25732 3.32128
C -5.67709 2.10052 2.30302
C -5.23269 1.59954 0.92487
C -4.15186 0.51731 0.97161
C -4.08204 -0.35697 -0.29036
C -2.66249 -0.53875 -0.81299
C -2.61534 -1.35124 -2.10829
C -1.19704 -1.57427 -2.62995
C -0.61247 -0.36221 -3.34937
C 0.81301 -0.59370 -3.84185
C 1.30194 0.47233 -4.82308
C 2.47953 0.01249 -5.67770
C 3.67817 -0.50249 -4.86194
C 5.02176 -0.24989 -5.53755
P 6.46689 -1.26465 -4.78326
C 7.84603 -0.13994 -5.65800
C 7.50205 0.42164 -6.97421
N 7.92097 0.03973 -8.11789
C 7.87204 -2.25652 -3.89062
C 7.44107 -2.87797 -2.56151
C 8.00917 -4.27587 -2.29402
C 9.38410 -4.33187 -1.60877
N 9.57960 -3.30880 -0.56095
H -4.56168 7.46707 5.11866
H -5.58822 7.88912 3.74649
H -3.98497 7.21632 3.47228
H -6.13106 5.63771 4.96180
H -6.01690 5.59135 3.20699
H -3.69925 4.95320 5.06637
H -3.72338 4.71152 3.33728
H -4.54158 2.86128 5.39929
H -5.98170 3.30397 4.51000
H -4.35089 1.28372 3.77694
H -3.62506 2.57305 2.81529
H -6.43468 1.42432 2.70879
H -6.16638 3.07375 2.18232
H -6.09934 1.18102 0.40353
H -4.88183 2.43591 0.31189
H -3.17027 0.97033 1.13304
H -4.32802 -0.11956 1.84302
H -4.50178 -1.34526 -0.07983
H -4.69164 0.07220 -1.09294
H -2.06102 -1.06593 -0.06734
H -2.22571 0.44604 -1.00301
H -3.10060 -2.31560 -1.92480
H -3.21188 -0.83459 -2.86862
H -0.54641 -1.81068 -1.77898
H -1.16195 -2.43832 -3.29865
H -0.61609 0.49355 -2.66481
H -1.25995 -0.08802 -4.19053
H 0.87990 -1.57786 -4.31713
H 1.47150 -0.60001 -2.96922
H 0.46404 0.74405 -5.47759
H 1.57629 1.38453 -4.28240
H 2.81642 0.85319 -6.29274
H 2.14191 -0.75845 -6.37870
H 3.57150 -1.58077 -4.71230
H 3.66207 -0.01397 -3.88180
H 5.26202 0.81357 -5.41531
H 4.92022 -0.46894 -6.60813
H 6.53204 -2.14553 -5.98839
H 5.49439 -2.18608 -4.17253
H 6.40863 -0.36309 -3.59562
H 8.71391 -0.79411 -5.79085
H 8.10686 0.65066 -4.94544
H 6.79552 1.25411 -7.00178
H 8.57512 -0.73511 -7.98332
H 8.71872 -1.58716 -3.70886
H 8.19281 -3.02711 -4.60455
H 6.34697 -2.93389 -2.52090
H 7.74306 -2.21687 -1.74924
H 8.12993 -4.77360 -3.26180
H 7.30468 -4.89243 -1.72486
H 10.17905 -4.21071 -2.34707
H 9.51047 -5.33659 -1.18482
H 10.56919 -3.11024 -0.47428
H 9.30164 -3.68339 0.33936
C -0.45336 -1.49365 2.26673
O 0.06996 -1.15436 3.55597
C -0.68027 -0.29060 4.23371
O -1.71883 0.19269 3.86161
O -0.08912 -0.04762 5.40563
C -0.79409 0.87950 6.23403
H 0.24857 -2.19562 1.82729
H -1.43369 -1.95752 2.36339
H -0.52693 -0.60697 1.64055
H -1.78661 0.50159 6.47387
H -0.88400 1.84467 5.73867
H -0.20034 0.97573 7.13796
C -6.05842 0.81898 6.87676
O -6.53077 -0.51854 7.06961
C -6.96276 -1.10110 5.95145
O -6.98804 -0.59734 4.85884
O -7.36487 -2.33676 6.24889
C -7.84897 -3.08056 5.12583
H -5.73546 1.16878 7.85276
H -5.22188 0.82853 6.18111
H -6.85390 1.45641 6.49550
H -7.06827 -3.19212 4.37602
H -8.71041 -2.58550 4.68185
H -8.13431 -4.05156 5.51855

***

93
Properties=species:S:1:pos:R:3 method="wB97M-V/def2-TZVPD" e_homo_ev=-9.53 molar_mass_g_mol=576.63 e_above_lowest_ev=2.782 total_charge=0 smiles=OCCO.OCCO.OCCO.OCCO.OCCO.OCCO.OCCO.OCCO.OCCO.O gap_ha=0.358
O 2.13724 1.40682 -1.15161
C 2.87384 2.44745 -1.61667
C 3.18288 2.33474 -3.07437
O 3.98713 3.48603 -3.41717
H 1.46518 1.15690 -1.75080
H 2.44570 3.42384 -1.40573
H 3.73421 2.55436 -1.02609
H 2.25926 2.35023 -3.73624
H 3.68337 1.34518 -3.29949
H 3.45142 4.29356 -3.41409
O 2.60658 -3.11423 -2.48839
C 2.85593 -1.84557 -3.13492
C 1.85165 -1.79193 -4.28795
O 2.28154 -0.82854 -5.27269
H 2.02841 -2.94528 -1.71108
H 2.70222 -0.90535 -2.48932
H 3.85329 -1.91705 -3.58799
H 0.75315 -1.63409 -4.18913
H 1.80185 -2.73471 -4.81572
H 1.72312 -0.05490 -5.30875
O 1.06261 -1.54606 -0.55287
C -0.34915 -1.50426 -0.54852
C -1.07592 -1.91169 0.74942
O -2.40076 -1.37825 0.68339
H 1.39193 -1.16455 0.25003
H -0.54723 -0.39798 -0.70682
H -0.76134 -2.06402 -1.42511
H -0.52631 -1.36602 1.56176
H -0.97443 -2.99919 1.04767
H -2.74397 -1.58181 1.52841
O -3.07325 -1.18614 3.44362
C -4.02536 -0.33831 3.94149
C -4.76623 0.53118 2.92193
O -5.92459 1.09701 3.45827
H -2.48604 -1.44838 4.14524
H -4.68736 -0.82346 4.60632
H -3.59063 0.46471 4.60364
H -5.17543 0.02366 2.03849
H -4.21562 1.37405 2.54179
H -6.35126 1.47935 2.68246
O 0.97427 -1.42876 4.21015
C 0.43191 -2.73584 4.02051
C 1.54400 -3.52543 3.35376
O 1.96024 -2.98625 2.09158
H 1.25413 -1.18321 3.35447
H -0.19402 -3.14094 4.84589
H -0.30079 -2.50635 3.29706
H 1.20758 -4.52407 3.21149
H 2.39395 -3.68019 3.99346
H 2.51801 -3.58577 1.55907
O 0.05355 0.87960 -3.17606
C -1.33249 1.07628 -3.10721
C -1.96902 -0.02031 -3.92253
O -3.35861 0.06043 -3.88761
H 0.36024 1.18474 -4.00718
H -1.57580 0.86461 -2.05988
H -1.81341 2.08811 -3.24591
H -1.68614 -1.05321 -3.57356
H -1.53548 -0.03973 -4.93568
H -3.70896 -0.11729 -2.97910
O 4.51477 0.96747 2.06374
C 5.44510 0.09186 1.41573
C 4.92593 -0.38872 0.05193
O 5.95006 -1.16002 -0.65268
H 4.54486 1.86835 1.65534
H 6.39248 0.59293 1.37144
H 5.51977 -0.70846 2.15512
H 4.47771 0.43811 -0.51576
H 4.11776 -1.07265 0.30394
H 6.58306 -1.44555 -0.02694
O -0.08715 1.85005 0.58873
C -0.84559 1.52141 1.72401
C -1.43788 2.89254 2.23668
O -2.05901 2.59552 3.49603
H 0.54456 1.12884 0.41035
H -1.63494 0.81192 1.54236
H -0.24990 1.05716 2.53276
H -2.22544 3.24997 1.52603
H -0.65649 3.60584 2.30037
H -1.54768 1.93186 3.97594
O -3.92439 -0.50479 -1.41437
C -4.79404 0.50289 -0.94816
C -4.00882 1.86809 -0.73669
O -4.90822 2.81050 -0.17678
H -3.21752 -0.65753 -0.77262
H -5.62890 0.62255 -1.62963
H -5.33404 0.33975 -0.09333
H -3.59128 2.23995 -1.67128
H -3.20026 1.68929 -0.05037
H -5.68602 2.72830 -0.78211
O 1.85039 -0.04712 1.55828
H 1.68986 0.58053 2.25344
H 2.80050 0.08547 1.47335

***

54
Properties=species:S:1:pos:R:3 method="wB97M-V/def2-TZVPD" spin_multiplicity=2 e_homo_ev="-5.62 / -5.47" molar_mass_g_mol=745.40 e_above_lowest_ev=2.200 total_charge=-1 gap_ha="0.252 / 0.255"
Ru -0.54451 -0.56965 -0.11228
O -2.84656 2.89487 0.69181
C -2.52962 1.75392 0.37743
O -1.54287 1.40466 -0.37473
C -3.35793 0.56488 0.84161
C -4.72123 0.48108 0.78944
C -5.35698 -0.72716 1.13741
C -4.62255 -1.87067 1.38707
C -3.24380 -1.78800 1.38627
C -2.58361 -0.52426 1.31115
O -1.37710 -0.37117 1.75524
N -2.42389 -2.93385 1.32615
O -1.31633 -2.82222 0.77840
O -2.81903 -3.99910 1.74472
N -6.79518 -0.79604 1.17313
O -7.32001 -1.85349 1.48933
O -7.42847 0.20252 0.87281
H -5.30798 1.33180 0.47541
H -5.10400 -2.82731 1.52853
O 0.29229 5.10603 2.03481
C 0.51459 3.81984 1.70451
C 0.36361 2.77347 2.61067
C 0.60795 1.48909 2.18470
N 0.96128 1.18372 0.93198
C 1.12059 2.20363 0.09308
Br 1.66143 1.77464 -1.66638
C 0.94185 3.52942 0.41741
H -0.13661 5.14719 2.89442
H 0.04474 2.96347 3.62832
H 0.49985 0.65161 2.85939
H 1.07646 4.31430 -0.31065
C 9.74423 -2.36083 -3.81281
C 8.44201 -2.36813 -3.05504
O 8.27008 -1.84660 -1.98848
S 7.17113 -3.25229 -3.95300
C 5.69130 -2.90341 -3.03287
C 5.56458 -3.24008 -1.69169
C 4.40395 -2.90941 -1.01373
C 3.35540 -2.26213 -1.67387
C 3.48433 -1.96283 -3.03729
C 4.65084 -2.27408 -3.70921
C 2.16405 -1.87739 -1.00241
C 1.13676 -1.50374 -0.46721
H 10.56842 -2.54411 -3.12420
H 9.87695 -1.36831 -4.24540
H 9.74352 -3.10144 -4.61003
H 6.37443 -3.74017 -1.18229
H 4.30203 -3.14779 0.03615
H 2.66388 -1.47047 -3.54194
H 4.76552 -2.02787 -4.75705
F -0.42907 -1.91067 -2.78392
C -1.09951 -1.00744 -2.03195
F -2.38504 -1.50243 -1.95016
F -1.18923 0.09853 -2.81838